Molecular formula: C15H13FeN5O3
Method: DFT, ωB97M-V/def2-TZVPD

```
37
Properties=species:S:1:pos:R:3:lowdin_charge:R:1
C -2.38541 -4.94550 -1.62446 -0.40
N -3.18778 -4.59676 -2.63300 0.05
H -1.31281 3.48478 0.63937 0.09
H 1.62033 1.16618 -1.69338 0.11
C 3.38902 3.44659 1.62467 -0.24
N -0.83511 -3.94400 0.11898 0.01
C -0.47557 -2.62472 0.33690 -0.25
C 3.52911 1.12903 0.63654 -0.14
N -1.04197 -1.72002 -0.53448 0.07
O 4.45994 0.44052 0.65694 0.08
H -1.61061 -6.49181 -0.51839 0.08
C 1.17702 3.14550 -1.04221 -0.17
H 0.91617 -0.01970 0.31027 0.09
C 2.06985 1.75692 2.60854 -0.25
H -1.51695 1.22109 0.27278 0.10
C -1.85778 -2.49940 -1.35310 -0.36
C -0.64294 2.93056 1.31787 -0.20
C 1.17926 1.75192 -0.87689 -0.21
H -3.97930 -3.05257 -3.76591 0.07
H 0.91994 4.23234 2.19223 0.10
Fe 2.17444 2.30957 0.93840 0.10
H 1.76445 4.97807 0.00046 0.10
N -2.22520 -6.23437 -1.28258 0.10
C -0.62771 1.43325 0.89960 -0.21
C 0.71954 3.58458 1.32506 -0.29
C -3.30747 -3.28671 -2.93969 -0.27
H -1.08270 3.03343 2.32074 0.09
C 1.29099 3.98519 0.07285 -0.24
H 1.35310 3.55878 -2.03569 0.08
N -2.68034 -2.22893 -2.34097 0.07
O 2.29270 1.43047 3.70039 0.03
O 4.23815 3.99778 2.19056 0.03
C 0.65546 1.04916 0.23211 -0.23
C -1.68702 -3.91158 -0.91467 -0.25
H -2.71760 -6.95180 -1.79206 0.08
H 0.19674 -2.36630 1.15746 0.08
H -0.77195 0.80848 1.79477 0.10
```

Output
ΔE to the lowest compared entry with this formula, charge and spin (eV): 0.792
2S+1: 5
Charge: -2
<S²>: 6.100
Kohn-Sham gap (alpha / beta) (Eh): 0.1417 / 0.2482

***

Molecular formula: C5H13O3Tm
Method: DFT, ωB97M-V/def2-TZVPD

```
22
Properties=species:S:1:pos:R:3:lowdin_charge:R:1
H -2.68820 -0.85023 -1.21742 0.11
H 0.92289 1.82221 -3.13528 0.12
O 1.13716 -1.25952 1.16607 -0.35
O -1.40479 -1.12895 0.35826 -0.36
C 0.60656 1.76079 -2.08774 -0.03
H 2.53255 0.43756 0.31015 0.17
H -0.47524 1.61891 -1.96379 0.10
C -1.14600 -0.81263 1.73496 -0.15
H -2.57890 0.53207 -0.09205 0.12
C 0.15537 -1.49334 2.13779 -0.26
H 0.87977 2.68968 -1.56960 0.12
H -1.03034 0.28235 1.80092 0.15
Tm 0.55163 -1.41425 -0.79546 1.97
C 2.55512 0.90977 -0.87900 -0.07
H -1.99639 -1.14301 2.34883 0.16
H -0.03686 -2.56895 2.31183 0.14
O 1.29604 0.65479 -1.51985 -0.42
H 0.45838 -1.08152 3.11689 0.15
C -2.60110 -0.56497 -0.16405 -0.03
H 2.77337 1.97110 -1.06419 0.11
H -3.46404 -0.94171 0.40113 0.13
H 3.55302 0.57984 -1.19841 0.10
```

Output
ΔE to the lowest compared entry with this formula, charge and spin (eV): 0.000
2S+1: 3
Charge: +2
<S²>: 2.002
Kohn-Sham gap (alpha / beta) (Eh): 0.3233 / 0.3200

***

Molecular formula: C5H32N3O9
Method: DFT, ωB97M-V/def2-TZVPD

```
49
Properties=species:S:1:pos:R:3:lowdin_charge:R:1
H -0.14792 1.55086 3.48756 0.01
C -0.03390 -2.78882 -2.64768 -0.07
H -3.34216 -0.58466 0.39250 0.09
H 4.08249 2.02057 1.99599 0.12
H 2.96215 1.83309 0.71360 0.05
H 0.89219 -2.22843 1.56194 0.03
H -1.02065 -3.72120 1.65480 0.03
O 0.82193 2.83650 0.98233 -0.08
H 0.57389 3.25821 -1.29847 0.03
N -0.55156 -0.25902 -2.32033 0.20
H -1.33074 -0.42370 -1.67514 0.08
H 1.81132 -2.27759 -0.94851 0.13
H -2.53071 -3.91481 1.22249 0.04
O 0.22019 -2.35114 2.27855 -0.09
H -0.70379 -0.68187 2.14319 0.01
H 0.13363 2.53861 0.41803 -0.02
H -0.62414 3.40183 -1.93616 0.06
H -1.51113 0.09854 1.13344 0.01
O -0.79891 0.23192 1.82801 -0.14
H -0.81748 -2.59702 -3.47445 0.11
C 1.51703 -0.37413 0.01841 -0.24
H 1.34190 -1.04236 -2.85075 0.15
O -0.86606 4.57968 0.12494 -0.11
H 0.55390 2.49255 4.36207 0.04
H -1.61037 4.19802 0.62157 0.05
H 0.81455 -3.34220 -3.13741 0.11
H 3.80142 -0.28686 2.51332 0.10
H -0.38684 -3.37026 -1.89037 0.03
H 0.65264 0.26579 0.33902 0.08
N 3.57437 1.35993 1.36317 0.09
N 2.35920 -0.73977 1.20434 0.02
H -3.91648 -0.27867 -3.29505 0.02
O -2.42051 -0.84045 0.02377 -0.20
H -2.53543 -1.77978 -0.10421 0.00
C 3.20557 0.06280 1.68814 -0.31
O -0.21517 2.46084 3.78792 -0.05
H 0.23349 -2.05108 -0.12424 0.09
C 0.49232 -1.43331 -2.25950 -0.32
C 0.99042 -1.55913 -0.79234 -0.18
H 0.81053 -2.50003 3.04109 0.08
O 0.17249 2.78461 -2.08232 -0.14
O -1.63031 -3.82896 0.86398 -0.12
H -0.71305 -0.20246 -3.30036 0.09
H 2.20776 0.22661 -0.64678 0.12
O -3.28560 0.20881 -2.73926 -0.15
H -0.15525 0.65593 -2.02399 0.10
H -0.10580 4.60975 0.75837 0.05
H 0.49945 2.63653 1.87705 0.02
H -3.47086 1.14572 -2.85226 0.00
```

Output
2S+1: 2
Charge: 0
<S²>: 0.751
Kohn-Sham gap (alpha / beta) (Eh): 0.1028 / 0.3546

***

Repeat the second record exactly.
Molecular formula: C5H13O3Tm
Method: DFT, ωB97M-V/def2-TZVPD

```
22
Properties=species:S:1:pos:R:3:lowdin_charge:R:1
H -2.68820 -0.85023 -1.21742 0.11
H 0.92289 1.82221 -3.13528 0.12
O 1.13716 -1.25952 1.16607 -0.35
O -1.40479 -1.12895 0.35826 -0.36
C 0.60656 1.76079 -2.08774 -0.03
H 2.53255 0.43756 0.31015 0.17
H -0.47524 1.61891 -1.96379 0.10
C -1.14600 -0.81263 1.73496 -0.15
H -2.57890 0.53207 -0.09205 0.12
C 0.15537 -1.49334 2.13779 -0.26
H 0.87977 2.68968 -1.56960 0.12
H -1.03034 0.28235 1.80092 0.15
Tm 0.55163 -1.41425 -0.79546 1.97
C 2.55512 0.90977 -0.87900 -0.07
H -1.99639 -1.14301 2.34883 0.16
H -0.03686 -2.56895 2.31183 0.14
O 1.29604 0.65479 -1.51985 -0.42
H 0.45838 -1.08152 3.11689 0.15
C -2.60110 -0.56497 -0.16405 -0.03
H 2.77337 1.97110 -1.06419 0.11
H -3.46404 -0.94171 0.40113 0.13
H 3.55302 0.57984 -1.19841 0.10
```

Output
ΔE to the lowest compared entry with this formula, charge and spin (eV): 0.000
2S+1: 3
Charge: +2
<S²>: 2.002
Kohn-Sham gap (alpha / beta) (Eh): 0.3233 / 0.3200

***

Please write out number 1 again, unchanged.
Molecular formula: C15H13FeN5O3
Method: DFT, ωB97M-V/def2-TZVPD

```
37
Properties=species:S:1:pos:R:3:lowdin_charge:R:1
C -2.38541 -4.94550 -1.62446 -0.40
N -3.18778 -4.59676 -2.63300 0.05
H -1.31281 3.48478 0.63937 0.09
H 1.62033 1.16618 -1.69338 0.11
C 3.38902 3.44659 1.62467 -0.24
N -0.83511 -3.94400 0.11898 0.01
C -0.47557 -2.62472 0.33690 -0.25
C 3.52911 1.12903 0.63654 -0.14
N -1.04197 -1.72002 -0.53448 0.07
O 4.45994 0.44052 0.65694 0.08
H -1.61061 -6.49181 -0.51839 0.08
C 1.17702 3.14550 -1.04221 -0.17
H 0.91617 -0.01970 0.31027 0.09
C 2.06985 1.75692 2.60854 -0.25
H -1.51695 1.22109 0.27278 0.10
C -1.85778 -2.49940 -1.35310 -0.36
C -0.64294 2.93056 1.31787 -0.20
C 1.17926 1.75192 -0.87689 -0.21
H -3.97930 -3.05257 -3.76591 0.07
H 0.91994 4.23234 2.19223 0.10
Fe 2.17444 2.30957 0.93840 0.10
H 1.76445 4.97807 0.00046 0.10
N -2.22520 -6.23437 -1.28258 0.10
C -0.62771 1.43325 0.89960 -0.21
C 0.71954 3.58458 1.32506 -0.29
C -3.30747 -3.28671 -2.93969 -0.27
H -1.08270 3.03343 2.32074 0.09
C 1.29099 3.98519 0.07285 -0.24
H 1.35310 3.55878 -2.03569 0.08
N -2.68034 -2.22893 -2.34097 0.07
O 2.29270 1.43047 3.70039 0.03
O 4.23815 3.99778 2.19056 0.03
C 0.65546 1.04916 0.23211 -0.23
C -1.68702 -3.91158 -0.91467 -0.25
H -2.71760 -6.95180 -1.79206 0.08
H 0.19674 -2.36630 1.15746 0.08
H -0.77195 0.80848 1.79477 0.10
```

Output
ΔE to the lowest compared entry with this formula, charge and spin (eV): 0.792
2S+1: 5
Charge: -2
<S²>: 6.100
Kohn-Sham gap (alpha / beta) (Eh): 0.1417 / 0.2482